1.
Molecular formula: C21H26BrNO4PtSe2
Method: DFT, ωB97M-V/def2-TZVPD

Structure (XYZ):
```
56
Properties=species:S:1:pos:R:3:lowdin_charge:R:1
Pt -0.2284 0.6513 -0.7114 0.66
O 3.6938 -0.0328 4.1774 -0.08
C 3.7440 0.4753 2.8526 -0.25
C 2.3939 0.3647 2.1233 -0.57
C 2.0587 -1.1399 2.0139 -0.31
O 0.7271 -1.4402 1.7531 -0.14
C 2.5912 1.0806 0.7732 -0.53
Se 2.1862 0.0172 -0.8620 0.65
C 1.3248 1.0489 2.9700 -0.58
Se -0.4121 1.4249 2.1067 0.43
H 4.5775 0.0385 4.5486 0.07
H 4.4932 -0.0876 2.2719 0.12
H 4.0458 1.5357 2.8792 0.12
H 2.2801 -1.6044 2.9824 0.12
H 2.7239 -1.5854 1.2562 0.08
H 0.4831 -1.0628 0.8801 -0.02
H 3.6306 1.4084 0.6704 0.04
H 1.9551 1.9671 0.7196 0.01
H 1.6920 2.0195 3.3175 0.04
H 1.0942 0.4322 3.8414 0.04
C -3.3722 0.1651 -0.0146 -0.11
N -2.6038 1.0549 -0.8595 -0.35
C -2.9315 0.8753 -2.2603 -0.10
C -2.7352 2.4439 -0.4523 -0.21
C -1.5810 3.2888 -0.9363 -0.27
C -1.7531 4.6517 -1.1177 -0.09
C -0.6801 5.4605 -1.4550 -0.14
C 0.5692 4.8899 -1.6235 -0.13
C 0.7386 3.5238 -1.4579 -0.13
C -0.3229 2.6868 -1.1112 -0.28
H -4.4555 0.3638 -0.0801 0.08
H -3.0474 0.2783 1.0200 0.06
H -3.1853 -0.8585 -0.3245 0.03
H -3.9987 1.0809 -2.4540 0.08
H -2.7096 -0.1521 -2.5443 0.07
H -2.3266 1.5548 -2.8617 0.09
H -2.7118 2.4720 0.6446 0.09
H -3.7048 2.8671 -0.7889 0.12
H -2.7362 5.0905 -0.9726 0.09
H -0.8187 6.5295 -1.5806 0.08
H 1.4165 5.5193 -1.8760 0.08
H 1.7288 3.0991 -1.5909 0.07
Br -3.0529 -3.4413 -1.7096 0.78
C -1.4209 -4.3086 -1.2530 -0.58
C -1.4986 -5.6219 -0.8435 -0.16
C -0.3298 -6.3166 -0.5576 -0.11
C 0.9063 -5.6815 -0.7243 -0.10
C 0.9603 -4.3743 -1.1429 -0.01
C -0.2039 -3.6369 -1.3924 -0.14
C -0.0559 -2.1912 -1.7565 -0.71
O 0.9566 -1.8619 -2.3920 -0.13
O -0.9684 -1.4201 -1.3342 -0.23
H -2.4613 -6.1117 -0.7486 0.08
H -0.3833 -7.3395 -0.2051 0.09
H 1.8184 -6.2349 -0.5314 0.09
H 1.8991 -3.8557 -1.2781 0.12
```

Results
Strongest force on any atom   2.804 eV/Å
Electronic energy   -235860.93890 eV
E_HOMO   0.53 eV
HOMO-LUMO gap   3.823 eV
Total charge   -2
LUMO energy   4.354 eV

***

2.
Molecular formula: C21H26Cl4N6O6SSn
Method: DFT, ωB97M-V/def2-TZVPD

Structure (XYZ):
```
65
Properties=species:S:1:pos:R:3:lowdin_charge:R:1
Sn 0.2522 0.4944 -2.3782 1.29
Cl -1.1344 3.6310 3.5278 0.66
C -0.3732 2.6570 2.3242 -0.72
C 0.5705 1.7062 2.6886 -0.73
Cl 0.9983 1.4799 4.3440 0.67
C 1.1507 0.8991 1.7032 -0.63
Cl 2.2645 -0.3594 2.1105 0.73
C 0.7962 1.0415 0.3722 -0.40
O 1.2474 0.2144 -0.5772 -0.34
C -0.1208 2.0484 -0.0128 -0.41
O -0.3890 2.1791 -1.3010 -0.32
C -0.7188 2.8189 0.9779 -0.62
Cl -1.9147 3.9664 0.4914 0.70
C -2.3869 -1.9225 2.3275 -0.14
C -0.9653 -1.7177 1.8518 -0.16
N -0.9520 -1.4562 0.4133 0.10
C -1.9327 -0.7697 -0.2366 -0.35
N -1.7022 -0.3922 -1.4772 -0.06
C -2.7602 0.2917 -2.2296 -0.26
C -4.1476 -0.0234 -1.7110 -0.15
C -4.1511 0.2163 -0.2179 -0.14
N -3.1235 -0.6097 0.4011 -0.02
C -3.2197 -0.7518 1.8540 -0.13
H -2.4045 -1.9729 3.4161 0.13
H -2.8130 -2.8535 1.9481 0.09
H -0.3503 -2.6002 2.0368 0.12
H -0.5110 -0.8855 2.3956 0.09
H -0.0323 -1.3040 0.0110 0.09
H -2.6679 -0.0051 -3.2787 0.10
H -2.5942 1.3737 -2.1849 0.10
H -4.4079 -1.0664 -1.9148 0.11
H -4.8875 0.6089 -2.2016 0.12
H -5.1063 -0.0616 0.2286 0.13
H -3.9737 1.2763 0.0006 0.13
H -4.2724 -0.9057 2.0913 0.13
H -2.8986 0.1774 2.3412 0.14
C -5.6633 -5.0091 -1.6517 -0.11
C -4.2477 -4.4843 -1.4537 -0.30
S -3.4611 -5.3685 -0.1195 0.64
O -3.3308 -6.7495 -0.5067 -0.29
O -4.1418 -5.0116 1.0993 -0.31
C -1.8414 -4.6526 -0.0350 -0.22
C -0.8887 -5.1343 -1.1237 -0.12
N 0.1554 -4.1355 -1.3449 0.06
C 0.0787 -3.1508 -2.2718 -0.35
N 1.0588 -2.2746 -2.1443 0.07
C 1.8139 -2.6876 -1.0899 -0.04
C 1.2679 -3.8278 -0.5817 -0.15
N 1.6989 -4.5680 0.5602 -0.33
O 0.9571 -5.4432 0.9862 0.07
O 2.7662 -4.2610 1.0436 0.11
C -0.9896 -3.0635 -3.3034 0.00
H -6.1451 -4.4678 -2.4647 0.08
H -6.2530 -4.8734 -0.7465 0.08
H -5.6485 -6.0688 -1.9014 0.08
H -4.2336 -3.4298 -1.1707 0.09
H -3.6349 -4.6289 -2.3452 0.09
H -1.4645 -4.9134 0.9551 0.11
H -1.9669 -3.5694 -0.0741 0.08
H -1.3996 -5.2669 -2.0751 0.11
H -0.4415 -6.0835 -0.8522 0.13
H 2.6744 -2.1478 -0.7340 0.13
H -1.0754 -3.9837 -3.8825 0.09
H -0.7368 -2.2511 -3.9807 0.07
H -1.9562 -2.8394 -2.8463 0.07
```

Results
Strongest force on any atom   0.064 eV/Å
Electronic energy   -110181.19051 eV
E_HOMO   -7.82 eV
HOMO-LUMO gap   7.056 eV
LUMO energy   -0.761 eV

***

3.
Molecular formula: C21H26ClN3O2
Method: DFT, ωB97M-V/def2-TZVPD

Structure (XYZ):
```
53
Properties=species:S:1:pos:R:3:lowdin_charge:R:1
C -6.0576 -1.8846 1.5008 0.01
C -6.2823 -0.6184 0.7600 -0.25
C -5.4074 0.3785 0.4096 -0.10
C -6.1853 1.3461 -0.2948 -0.02
C -7.4497 0.8555 -0.3283 -0.11
O -7.5145 -0.3359 0.2954 0.06
H -8.3587 1.2414 -0.7445 0.12
H -5.8462 2.2839 -0.6852 0.12
C -3.9886 0.4552 0.8243 -0.40
O -3.6540 0.2027 1.9704 0.07
N -3.0961 0.8704 -0.1117 -0.04
C -3.3035 0.8160 -1.5391 -0.15
H -4.3641 0.7023 -1.7580 0.11
C -2.5216 -0.3574 -2.1363 -0.16
C -1.0387 -0.2468 -1.7904 -0.15
H -0.5058 -1.1112 -2.1913 0.10
C -0.8706 -0.1739 -0.2618 -0.29
N 0.4739 -0.0790 0.2580 -0.14
C 1.1631 -1.2960 0.6175 -0.14
H 0.4378 -2.0380 0.9530 0.12
C 2.0309 -1.8746 -0.5172 -0.13
N 2.9822 -0.8751 -0.9626 -0.10
C 4.2321 -0.7932 -0.3816 -0.22
C 4.8509 0.4315 -0.1013 -0.06
C 6.1364 0.4652 0.4038 -0.67
C 6.8546 -0.6872 0.6630 -0.13
C 6.2459 -1.9014 0.3877 -0.09
C 4.9693 -1.9599 -0.1273 -0.03
H 4.5477 -2.9253 -0.3589 0.10
H 6.7864 -2.8181 0.5701 0.11
H 7.8539 -0.6377 1.0626 0.10
Cl 6.8542 2.0081 0.7344 0.67
H 4.3417 1.3676 -0.2582 0.09
C 2.2804 0.3096 -1.4108 -0.14
H 2.9922 1.0522 -1.7690 0.12
C 1.3871 0.8949 -0.2998 -0.14
H 0.8290 1.7498 -0.6799 0.12
H 2.0297 1.2430 0.5180 0.12
H 1.6610 0.0057 -2.2612 0.11
H 2.5441 -2.7633 -0.1572 0.11
H 1.4050 -2.1573 -1.3704 0.12
H 1.8291 -1.0613 1.4582 0.13
C -1.7062 1.0105 0.2623 -0.09
H -1.6480 1.0422 1.3507 0.13
H -1.3314 1.9533 -0.1478 0.13
H -1.3078 -1.0810 0.1709 0.15
H -0.6300 0.6553 -2.2511 0.11
H -2.6570 -0.3689 -3.2193 0.11
H -2.9226 -1.2901 -1.7328 0.12
H -2.9510 1.7563 -1.9798 0.13
H -6.8969 -2.0795 2.1644 0.09
H -5.9646 -2.7265 0.8136 0.09
H -5.1450 -1.7936 2.0828 0.08
```

Results
Strongest force on any atom   1.061 eV/Å
Electronic energy   -43286.68008 eV
E_HOMO   -7.49 eV
HOMO-LUMO gap   8.150 eV
LUMO energy   0.662 eV

***

4.
Molecular formula: C21H26F3NO4
Method: DFT, ωB97M-V/def2-TZVPD

Structure (XYZ):
```
55
Properties=species:S:1:pos:R:3:lowdin_charge:R:1
C 2.2454 -0.7655 -2.9269 -0.05
C 2.2476 -0.4231 -1.4475 -0.24
H 2.1957 -1.3384 -0.8417 0.12
H 3.1644 0.1208 -1.1722 0.13
O 1.1206 0.3961 -1.1851 -0.07
C 1.0213 0.8771 0.1176 -0.31
C -0.1594 1.8574 0.1329 -0.18
C -0.1895 2.7568 1.3738 -0.14
C -0.4395 2.0597 2.7100 -0.17
C -0.3847 3.0685 3.8606 -0.27
O 0.8776 3.6767 3.9942 -0.07
H 1.5341 2.9895 4.1549 0.09
H -1.0822 3.8893 3.6787 0.12
H -0.6715 2.5705 4.7980 0.12
H 0.3193 1.2932 2.8808 0.11
H -1.4158 1.5744 2.7160 0.12
H 0.7616 3.2914 1.4385 0.12
H -0.9706 3.5066 1.2250 0.12
H 0.0066 2.5057 -0.7335 0.15
C -1.4737 1.0763 -0.0899 -0.20
C -1.4459 -0.2188 0.6546 0.02
C -0.3315 -0.7561 1.1469 -0.17
O 0.9137 -0.1749 1.0533 0.00
C -0.3599 -2.0580 1.8774 -0.42
O -1.3940 -2.6698 2.0689 0.07
N 0.8558 -2.4794 2.2847 0.12
C 1.0616 -3.7013 2.9845 -0.28
C 2.1352 -3.7867 4.0258 -0.10
C 2.2963 -4.5077 2.7173 -0.10
H 2.2141 -5.5828 2.7042 0.10
H 3.0135 -4.1174 2.0109 0.10
H 1.9420 -4.3645 4.9155 0.10
H 2.7446 -2.9123 4.1984 0.10
H 0.1189 -4.2072 3.1463 0.15
H 1.6558 -1.8988 2.0823 0.14
H -2.3687 -0.7611 0.7849 0.14
C -1.7140 0.8668 -1.5711 -0.17
C -2.0524 1.9591 -2.3628 -0.01
C -2.2347 1.8198 -3.7246 0.00
C -2.0863 0.5687 -4.3084 -0.12
C -1.7606 -0.5327 -3.5296 0.00
C -1.5804 -0.3796 -2.1679 -0.01
H -1.3265 -1.2373 -1.5652 0.12
H -1.6534 -1.5032 -3.9900 0.12
C -2.2358 0.4159 -5.7929 -0.59
F -3.0955 1.2975 -6.3284 0.13
F -2.6666 -0.8026 -6.1559 0.14
F -1.0651 0.6016 -6.4410 0.13
H -2.4952 2.6718 -4.3338 0.12
H -2.1733 2.9326 -1.9103 0.12
H -2.3002 1.6865 0.2937 0.16
H 1.9577 1.3889 0.4109 0.17
H 1.3350 -1.3008 -3.1801 0.07
H 3.1059 -1.3841 -3.1649 0.08
H 2.2820 0.1453 -3.5175 0.08
```

Results
Strongest force on any atom   0.912 eV/Å
Electronic energy   -40031.40066 eV
E_HOMO   -9.24 eV
HOMO-LUMO gap   9.666 eV
LUMO energy   0.430 eV